Molecular formula: C4H6BrNO2S
Method: DFT, wB97M-V/def2-TZVPD

```
15
C4H6BrNO2S | OMol25 | wB97M-V/def2-TZVPD
C -0.796 -0.006 -0.568
C 1.103 1.017 1.233
C 1.685 -0.253 0.749
C -1.917 -0.356 -1.455
N -0.545 1.227 -0.380
O -0.837 -2.142 1.092
O 0.412 1.861 0.242
S 0.000 -1.613 0.042
Br 2.816 -0.125 -0.828
H 0.387 0.823 2.035
H 2.059 1.671 1.363
H 2.228 -0.923 1.459
H -2.470 0.569 -1.767
H -2.514 -0.970 -0.924
H -1.611 -0.781 -2.295
```

**2S+1**: 1
**Strongest force on any atom**: 5.01 eV Å⁻¹
**Calculated total energy**: -3333.27647 a.u.
**Charge**: 0
**E_LUMO**: 0.1 eV
**HOMO level**: -9.24 eV
**ΔE to the lowest compared entry with this formula, charge and spin**: 2.859 eV

***

Molecular formula: C20H36BIN3O10
Method: DFT, wB97M-V/def2-TZVPD

```
71
C20H36BIN3O10 | OMol25 | wB97M-V/def2-TZVPD
C -2.090 1.136 3.077
C -0.868 1.130 2.167
C 0.379 0.674 2.907
I 1.298 2.363 3.918
N 1.354 0.119 1.954
C 0.897 -1.068 1.171
C -0.056 -1.994 1.909
O 0.581 -2.533 3.083
C 0.914 -3.886 3.120
C 1.622 -4.438 1.911
O 0.703 -4.484 4.118
C 2.647 -0.018 2.474
N 2.860 -0.910 3.389
N 3.671 0.764 1.986
B 4.578 0.179 0.956
O 4.046 -0.325 -0.187
O 5.919 0.127 1.108
H -1.983 1.898 3.851
H -2.997 1.328 2.510
H -2.194 0.185 3.606
H -1.023 0.500 1.293
H -0.696 2.135 1.785
H 0.163 0.004 3.744
H 0.461 -0.723 0.232
H 1.778 -1.662 0.908
H -0.376 -2.797 1.246
H -0.958 -1.487 2.242
H 2.586 -3.935 1.805
H 1.799 -5.494 2.090
H 1.052 -4.288 0.996
H 2.072 -1.468 3.727
H 3.775 -1.059 3.795
H 4.154 1.210 2.762
H 3.127 -0.085 -0.338
H 6.274 0.389 1.960
O -1.061 1.689 -0.761
C -0.990 2.791 -1.244
O -1.712 3.812 -0.767
C -1.522 4.999 -1.586
C -0.183 4.775 -2.275
C -0.154 3.254 -2.418
H -2.348 5.058 -2.291
H -1.548 5.868 -0.937
H -0.107 5.320 -3.211
H 0.629 5.099 -1.622
H -0.644 2.915 -3.333
H 0.841 2.818 -2.370
O -1.923 7.284 -3.374
C -2.331 7.211 -4.499
O -2.464 6.018 -5.125
C -2.877 6.212 -6.494
C -3.530 7.590 -6.517
C -2.744 8.327 -5.434
H -1.988 6.163 -7.125
H -3.547 5.400 -6.761
H -3.490 8.058 -7.498
H -4.577 7.508 -6.222
H -1.836 8.793 -5.822
H -3.318 9.074 -4.894
O -1.025 -11.131 0.083
C -0.651 -10.100 0.546
O -0.931 -8.900 -0.037
C -0.282 -7.838 0.665
C -0.022 -8.377 2.071
C 0.183 -9.865 1.794
H 0.644 -7.594 0.136
H -0.939 -6.971 0.647
H 0.817 -7.893 2.569
H -0.908 -8.235 2.690
H 1.221 -10.104 1.553
H -0.152 -10.518 2.594
```

**2S+1**: 1
**Strongest force on any atom**: 0.89 eV Å⁻¹
**Calculated total energy**: -2022.83268 a.u.
**Charge**: +1
**E_LUMO**: -4.0 eV
**HOMO level**: -11.73 eV

***

Molecular formula: C6H14ClFeN2O2
Method: DFT, wB97M-V/def2-TZVPD

```
26
C6H14ClFeN2O2 | OMol25 | wB97M-V/def2-TZVPD
Fe 3.270 3.031 4.697
Cl 2.982 3.507 2.562
C 1.869 -1.279 -0.809
C 1.395 -1.036 -2.267
O 2.189 -1.602 -3.121
N 0.213 -0.444 -2.417
C -0.109 0.127 -3.673
H 1.707 -2.355 -0.784
H 1.381 -0.730 -0.015
H 2.959 -1.157 -0.853
H -0.184 -0.079 -1.553
H -0.782 -0.553 -4.267
H 0.795 0.164 -4.351
H -0.748 1.137 -3.730
C -0.001 1.290 1.586
C -0.833 0.134 1.263
O -0.595 -0.702 0.366
N -1.968 0.019 2.026
C -2.862 -1.111 1.856
H 0.637 1.219 2.498
H -0.615 2.158 1.834
H 0.756 1.545 0.872
H -2.173 0.771 2.665
H -3.424 -1.048 0.948
H -3.526 -0.989 2.744
H -2.334 -2.020 1.922
```

**2S+1**: 6
**Strongest force on any atom**: 5.31 eV Å⁻¹
**Expectation value of S²**: 8.810
**Calculated total energy**: -2220.13292 a.u.
**Charge**: +2
**E_LUMO (spin up / spin down)**: -10.1 / -10.6 eV
**HOMO level (spin up / spin down)**: -15.29 / -15.29 eV
**ΔE to the lowest compared entry with this formula, charge and spin**: 0.000 eV

***

Molecular formula: C7H27NO7
Method: DFT, wB97M-V/def2-TZVPD

```
42
C7H27NO7 | OMol25 | wB97M-V/def2-TZVPD
C -0.918 2.569 1.645
C 0.359 2.695 1.632
C 1.006 3.965 2.071
C 1.209 1.668 1.085
C 1.948 0.800 1.842
C 0.986 1.266 -0.334
C 0.546 -0.304 -0.537
N 0.046 -0.700 -1.835
H -1.588 3.386 2.044
H -1.483 1.737 1.313
H 0.395 4.363 3.012
H 2.150 4.062 2.091
H 0.667 4.595 1.195
H 2.275 1.089 2.793
H 2.373 -0.091 1.460
H 0.180 1.781 -1.032
H 2.016 1.419 -0.594
H 1.321 -0.941 -0.204
H -0.291 -0.397 0.249
H 0.546 -0.190 -2.605
H -0.874 -0.660 -2.051
O 3.512 -1.664 -2.290
H 3.820 -2.287 -1.652
H 2.762 -1.456 -1.772
O -3.725 -1.232 -2.539
H -3.829 -1.629 -1.741
H -4.235 -1.537 -3.223
O -4.219 -3.365 -0.570
H -4.297 -3.769 0.266
H -3.419 -2.802 -0.721
O -0.186 -3.237 -0.496
H 0.683 -2.821 -0.411
H -0.288 -2.731 -1.265
O 3.595 -2.578 1.918
H 3.108 -3.284 2.159
H 4.054 -2.487 2.821
O -3.176 -1.700 1.607
H -3.124 -0.837 1.927
H -2.508 -2.246 2.118
O -0.217 3.478 -3.326
H -0.045 2.635 -2.902
H -1.135 3.438 -3.146
```

**2S+1**: 1
**SMILES string**: C=C(C)C(=C)CCN.O.O.O.O.O.O.O
**Strongest force on any atom**: 5.35 eV Å⁻¹
**Calculated total energy**: -864.15273 a.u.
**Charge**: 0
**E_LUMO**: 0.2 eV
**HOMO level**: -8.97 eV
**ΔE to the lowest compared entry with this formula, charge and spin**: 3.557 eV

***

Q: Which of these has the highest strongest force on any atom?
A: C7H27NO7

***

Q: Which formula does entry 1 have?
A: C4H6BrNO2S

***

Q: strongest force on any atom of number 4 (C7H27NO7)?
A: 5.35 eV Å⁻¹